ORCA calculation (ωB97M-V with the def2-TZVPD basis set) on C5H7N as an isolated structure.

2S+1: 1
ΔE to the lowest compared entry with this formula, charge and spin, kcal/mol: 116.3
Energy, eV: -6783.471
Lowest unoccupied orbital energy (alpha / beta), eV: 0.38 / 0.37
Frontier orbital gap (alpha / beta), eV: 8.029 / 8.028
HOMO (alpha / beta), eV: -7.65 / -7.65

Geometry (Å):
C -1.28 -0.12 1.12
N -0.51 0.33 -0.01
C -0.66 1.39 -0.83
C 0.36 -0.36 -0.81
C 1.61 -0.81 -0.31
C 2.68 -1.20 0.11
H -0.73 -0.93 1.60
H -2.27 -0.50 0.80
H -1.42 0.69 1.83
H -1.65 1.72 -1.16
H 0.20 2.03 -1.01
H 0.04 -0.70 -1.79
H 3.62 -1.54 0.47